# 1
180
Properties=species:S:1:pos:R:3:forces:R:3 method="wB97M-V/def2-TZVPD" homo_lumo_gap_ev=7.94 smiles=CC1(C)CCCC(C)(C)N1O.CC1(C)CCCC(C)(C)N1O.CC1(C)CCCC(C)(C)N1O.OCCO.OCCO.OCCO.OCCO.OCCO.OCCO.OCCO.OCCO.OCCO total_charge=0 spin_multiplicity=1 e_homo_ev=-7.8
C 1.104 2.024 7.469 0.33 -1.62 -0.71
C 1.785 0.778 6.804 -0.33 0.42 -0.23
C 3.190 0.646 7.386 0.26 0.11 -0.27
C 0.918 -0.423 7.182 0.72 -0.80 -0.23
C 1.251 -1.712 6.401 0.20 0.22 0.36
C 1.234 -1.479 4.920 -0.09 0.64 -1.22
C 2.028 -0.262 4.389 0.82 1.09 1.20
C 3.523 -0.661 4.237 -0.03 0.80 -0.08
C 1.458 0.090 3.009 0.68 1.19 1.28
N 1.753 0.902 5.339 -0.91 0.34 -0.70
O 2.365 2.165 4.982 0.67 -1.19 0.06
H 1.783 2.857 7.352 -0.31 0.44 0.18
H 0.124 2.142 7.005 0.14 0.46 -0.07
H 0.934 1.726 8.507 0.17 0.43 0.08
H 3.160 0.900 8.448 0.16 -0.30 0.04
H 3.564 -0.360 7.215 0.15 -0.16 0.32
H 3.909 1.321 6.909 -0.30 0.08 -0.02
H 1.124 -0.596 8.246 -0.51 -0.03 -0.08
H -0.128 -0.188 6.994 -0.14 0.15 0.22
H 2.236 -2.090 6.680 0.07 -0.01 0.20
H 0.529 -2.498 6.639 0.08 0.04 0.10
H 0.222 -1.341 4.542 -0.34 -0.02 0.29
H 1.611 -2.334 4.348 0.00 -0.18 0.27
H 3.640 -1.203 3.297 0.02 -0.60 0.24
H 3.922 -1.185 5.108 -0.14 -0.29 -0.21
H 4.192 0.187 4.076 -0.29 0.39 0.21
H 0.407 0.343 3.170 -0.26 -1.05 -0.64
H 1.852 -0.698 2.376 -1.05 -0.07 -0.69
H 1.815 1.058 2.653 0.61 -0.15 0.03
H 1.734 2.666 4.447 -0.33 -0.40 -0.23
C -0.798 -3.947 -3.153 1.08 -0.21 -0.22
C -0.237 -5.201 -3.816 0.69 -1.56 0.76
C 0.873 -5.850 -2.916 -0.45 0.38 -0.21
C -1.409 -6.157 -3.976 -0.61 0.34 0.20
C -1.085 -7.392 -4.800 -0.63 0.20 1.04
C -0.761 -6.984 -6.200 0.18 0.29 -0.49
C 0.317 -5.897 -6.317 0.33 -0.33 1.20
C 1.685 -6.619 -6.433 -0.60 -0.54 0.76
C 0.009 -5.104 -7.578 0.80 0.17 -0.04
N 0.197 -4.942 -5.185 1.15 1.54 -0.14
O 1.385 -4.075 -5.174 -1.44 -0.25 -0.29
H 0.003 -3.232 -2.947 -0.13 0.20 -0.34
H -1.526 -3.585 -3.872 -0.26 0.60 0.38
H -1.211 -4.185 -2.170 -0.37 -0.09 -0.25
H 1.676 -5.143 -2.699 0.06 0.04 -0.13
H 0.461 -6.138 -1.948 -0.16 0.04 -0.01
H 1.294 -6.752 -3.355 0.09 0.00 -0.15
H -1.841 -6.381 -3.000 0.38 -0.29 0.18
H -2.205 -5.540 -4.415 -0.02 -0.35 -0.50
H -0.274 -7.924 -4.303 0.17 -0.12 -0.18
H -1.952 -8.053 -4.751 0.06 -0.13 -0.27
H -1.639 -6.583 -6.706 -0.33 -0.25 0.11
H -0.383 -7.825 -6.776 -0.24 -0.17 -0.21
H 1.615 -7.166 -7.371 0.78 0.58 -0.51
H 1.875 -7.464 -5.747 -0.60 0.50 0.35
H 2.507 -5.934 -6.260 0.33 -0.02 -0.91
H -0.013 -5.833 -8.390 -0.43 0.30 -0.27
H 0.762 -4.351 -7.828 0.18 -0.24 0.17
H -0.910 -4.547 -7.409 -0.27 -0.32 -0.32
H 2.139 -4.585 -4.876 0.26 -0.35 0.28
C -1.473 2.148 4.448 -0.10 1.64 -0.07
C -1.749 3.046 3.205 1.33 0.00 0.91
C -1.871 2.116 1.971 0.57 0.83 1.05
C -3.085 3.769 3.370 0.20 -1.52 -0.75
C -3.072 4.904 4.336 0.50 0.92 -0.14
C -1.989 5.885 3.886 0.81 -0.98 0.87
C -0.570 5.269 3.896 -0.16 -0.86 -0.24
C 0.356 6.346 3.271 -1.16 -1.13 0.55
C -0.013 4.913 5.313 -1.11 1.12 -0.55
N -0.695 4.077 2.975 0.18 0.24 -0.68
O 0.568 3.408 2.810 -0.12 0.14 1.27
H -1.547 2.732 5.380 -0.28 -0.13 -0.29
H -2.284 1.423 4.439 0.47 -0.66 0.27
H -0.436 1.819 4.450 -0.28 -0.78 -0.17
H -0.999 1.493 1.795 0.09 -0.20 0.40
H -2.732 1.511 2.242 -0.20 -0.28 -0.77
H -1.952 2.724 1.081 -0.68 0.04 -0.30
H -3.298 4.061 2.338 -0.51 0.52 0.21
H -3.771 2.948 3.625 -0.28 0.44 0.06
H -4.012 5.448 4.321 -0.33 -0.12 0.17
H -2.853 4.603 5.362 -0.24 -0.21 -0.02
H -1.952 6.734 4.569 -0.19 0.36 -0.35
H -2.139 6.122 2.843 -0.37 0.68 -0.19
H 0.241 7.178 3.971 0.59 0.17 -0.30
H -0.070 6.619 2.308 0.35 0.11 -0.14
H 1.359 5.936 3.210 0.25 0.39 -0.11
H 0.654 4.068 5.205 0.09 0.04 0.57
H -0.820 4.788 6.045 0.10 -0.76 -0.23
H 0.464 5.808 5.719 0.61 -0.22 -0.19
H 0.765 3.399 1.862 -0.34 0.34 -0.35
O -1.145 -2.168 1.353 -1.10 0.23 -0.20
C -1.993 -2.447 2.480 0.75 -0.68 -0.48
C -1.911 -3.931 2.831 -0.70 0.58 0.77
O -0.728 -4.266 3.517 0.48 -0.09 -0.40
H -0.219 -2.342 1.549 0.36 -0.05 0.30
H -1.697 -1.836 3.326 0.01 0.11 0.28
H -3.021 -2.201 2.209 0.06 0.10 -0.17
H -2.047 -4.517 1.916 -0.07 -0.08 0.08
H -2.688 -4.158 3.566 -0.29 -0.07 -0.33
H -0.032 -4.254 2.853 0.42 0.03 0.07
O 0.543 -0.551 -2.414 0.65 0.51 0.90
C -0.778 -0.629 -1.893 0.93 0.56 -0.61
C -0.873 0.270 -0.691 0.30 0.21 -0.32
O -0.743 1.640 -1.056 -0.02 0.44 -0.24
H 0.594 -0.908 -3.304 -0.08 -0.29 -0.62
H -1.422 -0.209 -2.665 -0.61 -0.48 0.12
H -0.981 -1.657 -1.622 -0.54 -0.13 0.00
H -0.001 0.141 -0.044 -0.41 -0.60 0.29
H -1.830 0.047 -0.229 0.05 0.21 0.54
H -1.575 2.083 -1.278 -0.27 -0.21 -0.03
O 1.604 -3.036 1.647 -0.19 -0.18 0.21
C 2.213 -3.655 0.492 -0.62 1.34 0.17
C 2.788 -2.609 -0.451 0.91 -1.20 1.29
O 3.935 -1.971 0.142 -1.39 0.06 -0.92
H 2.177 -3.156 2.412 0.03 0.23 -0.13
H 2.953 -4.341 0.880 0.18 -0.51 -0.48
H 1.372 -4.086 -0.054 0.27 -0.66 0.08
H 1.992 -1.905 -0.682 0.04 0.21 -0.34
H 3.114 -3.200 -1.318 -0.20 0.38 -0.36
H 3.960 -1.177 -0.431 0.81 0.19 0.37
O 0.710 2.127 -3.510 0.36 -0.24 -0.36
C 1.678 1.732 -4.479 0.27 0.20 -0.69
C 2.894 2.628 -4.451 0.25 0.03 0.53
O 3.747 2.333 -3.360 0.66 -0.46 0.15
H 0.622 1.376 -2.908 -0.18 -0.12 0.38
H 2.012 0.694 -4.365 -0.11 0.14 0.49
H 1.266 1.748 -5.491 -0.38 0.35 0.01
H 2.623 3.683 -4.369 -0.30 0.04 -0.34
H 3.508 2.484 -5.345 -0.20 0.01 -0.01
H 3.369 2.608 -2.517 -0.42 0.40 0.22
O 3.046 3.060 -0.591 0.79 -0.24 -0.06
C 3.189 2.059 0.394 1.33 -0.49 -0.27
C 4.414 1.241 0.052 0.22 -0.29 -0.98
O 4.254 0.461 -1.126 -0.46 -1.09 0.18
H 2.207 3.510 -0.432 -0.45 0.12 0.07
H 3.433 2.420 1.403 -0.62 0.47 0.00
H 2.356 1.356 0.406 -0.34 0.15 0.14
H 4.613 0.514 0.838 0.06 0.12 0.20
H 5.302 1.830 -0.160 0.06 0.58 0.69
H 4.266 0.970 -1.937 -0.06 0.39 -0.30
O -3.887 0.139 -2.435 -0.32 0.05 1.33
C -4.843 -0.862 -1.963 0.67 0.30 -1.51
C -4.408 -1.453 -0.666 -0.21 0.22 0.79
O -3.339 -2.355 -0.809 0.00 -0.15 -0.26
H -3.797 0.238 -3.381 -0.40 -0.50 -0.33
H -5.831 -0.420 -1.852 -0.06 0.20 0.06
H -4.906 -1.646 -2.716 -0.07 -0.16 -0.05
H -5.298 -1.933 -0.226 0.16 -0.18 -0.13
H -4.183 -0.626 0.009 0.31 0.13 0.16
H -2.720 -2.327 -0.066 -0.02 0.21 -0.01
O 1.176 0.083 -7.566 0.12 -1.27 0.56
C 0.190 -0.950 -7.359 -0.27 1.01 0.02
C -0.225 -1.016 -5.906 -0.12 -0.01 0.16
O 0.845 -1.392 -5.028 -0.28 0.65 -0.36
H 1.797 -0.046 -6.834 0.21 0.18 -0.21
H -0.633 -0.548 -7.956 -0.30 -0.62 0.06
H 0.440 -1.972 -7.669 0.51 0.32 -0.41
H -1.063 -1.700 -5.780 -0.13 -0.23 -0.08
H -0.582 -0.028 -5.624 0.20 0.15 0.35
H 0.999 -2.348 -5.076 0.04 -0.28 -0.15
O -3.064 5.728 -1.153 -0.29 0.01 -0.06
C -4.155 5.023 -0.611 -0.33 -0.24 0.06
C -4.560 3.794 -1.416 0.39 0.60 0.36
O -3.482 2.863 -1.472 -0.37 -0.32 0.37
H -2.486 5.066 -1.558 0.17 -0.09 -0.27
H -3.954 4.734 0.428 0.17 -0.24 -0.04
H -5.036 5.672 -0.540 0.20 0.15 -0.27
H -4.784 4.060 -2.443 -0.38 0.34 -0.18
H -5.453 3.406 -0.913 0.05 -0.35 -0.15
H -3.855 2.045 -1.835 0.31 -0.23 0.04
O 0.648 3.708 0.049 0.39 0.33 0.36
C -0.096 4.900 -0.212 0.59 -0.61 0.33
C -0.032 5.243 -1.669 -0.93 -1.17 -0.01
O -0.895 4.318 -2.371 -0.04 0.48 0.21
H 0.179 2.971 -0.344 -0.46 -1.01 -0.43
H -1.122 4.647 0.022 -0.28 0.75 0.62
H 0.430 5.613 0.426 -0.77 0.43 -0.07
H 0.993 5.046 -1.960 0.28 0.83 -0.58
H -0.505 6.211 -1.824 0.77 0.33 -0.23
H -0.391 3.621 -2.805 0.35 -0.25 -0.16


# 2
19
Properties=species:S:1:pos:R:3:forces:R:3 method="wB97M-V/def2-TZVPD" homo_lumo_gap_ev=9.48 smiles=CNCN.CSS total_charge=0 spin_multiplicity=1 e_homo_ev=-8.9
C -2.958 -0.801 0.368 0.12 -0.47 -0.35
N -1.686 -1.161 -0.252 0.12 0.09 -0.30
C -0.938 -2.178 0.484 0.05 0.33 0.27
N -0.084 -1.644 1.541 -0.05 -0.10 -0.16
H -3.545 -0.173 -0.304 0.14 0.11 0.03
H -3.564 -1.697 0.580 0.00 0.19 0.25
H -2.765 -0.246 1.284 -0.16 0.00 0.14
H -1.839 -1.520 -1.184 -0.14 0.19 -0.10
H -0.308 -2.710 -0.227 -0.02 -0.09 0.04
H -1.657 -2.881 0.930 0.23 -0.14 0.09
H 0.745 -1.197 1.143 -0.52 -0.12 0.01
H -0.604 -0.915 2.014 0.10 0.01 0.24
C 2.711 1.309 0.523 -0.03 0.15 0.17
S 1.598 0.490 -0.638 0.31 0.36 -0.40
S 0.170 1.932 -0.976 -0.04 -0.46 0.40
H 3.274 2.139 0.098 -0.03 -0.16 -0.27
H 3.396 0.524 0.839 0.11 0.06 0.13
H 2.164 1.701 1.379 -0.05 -0.21 0.07
H -0.663 1.383 -0.064 -0.14 0.29 -0.26


For each record above, in turn, the calculated relative energy (zero: lowest compared OMol25 entry of this formula, charge and spin) values are 0.00, 8.08 kcal/mol.
For each record above, in turn, the calculated LUMO level values are 0.166, 0.627 eV.
For each record above, in turn, the calculated E_tot values are -3525.252606, -1027.361202 Eh.